B3F8H4Sn | wB97M-V/def2-TZVPD

Frontier orbital gap ... 5.867 eV
Max |F| ... 5.41 eV Å⁻¹
Energy above the lowest of the compared OMol25 structures with the same formula, charge and spin ... 3.925 eV
LUMO ... -0.035 hartree
Total charge ... -1
E ... -1090.492665 hartree

Positions of all 16 atoms, in Å:
1 Sn -0.51 2.01 0.11
2 B 0.50 -0.50 2.23
3 H 0.99 -0.96 3.06
4 H 0.17 -1.23 1.51
5 H -0.38 0.03 2.54
6 H 1.16 0.26 1.83
7 B 2.60 -0.02 -1.39
8 F 1.25 0.07 -1.15
9 F 3.25 1.16 -1.66
10 F 3.16 -0.43 -0.19
11 F 2.89 -0.90 -2.41
12 B -3.01 0.14 -0.91
13 F -2.83 -0.40 0.34
14 F -4.19 -0.40 -1.49
15 F -3.11 1.50 -0.78
16 F -1.94 -0.34 -1.65

Löwdin atomic charges, in units of e:
1. Sn 1.741
2. B -0.405
3. H -0.045
4. H -0.052
5. H -0.101
6. H -0.099
7. B -1.416
8. F 0.069
9. F 0.116
10. F 0.117
11. F 0.123
12. B -1.449
13. F 0.135
14. F 0.088
15. F 0.059
16. F 0.120